[1]
Computed, not measured: a 2-piece molecular cluster, C4H9F2NO overall, with wB97M-V/def2-TZVPD.

Each atom is followed by the atoms it is bonded to, with distances in Å.
Atoms and positions in Å:
1 C -1.6712 2.3986 -1.0839  C2 1.513, H5 1.103, H6 1.103, H7 1.103
2 C -0.9932 1.1650 -0.5293  C1 1.513, N3 1.367, O4 1.223
3 N -1.6639 0.5557 0.4938  C2 1.367, H8 1.023, H9 1.023
4 O 0.0709 0.7358 -0.9532  C2 1.223
5 H -1.0558 2.8143 -1.8994  C1 1.103
6 H -1.7871 3.1689 -0.3029  C1 1.103
7 H -2.6684 2.1525 -1.4860  C1 1.103
8 H -2.5537 0.9171 0.8462  N3 1.023
9 H -1.2525 -0.2840 0.9088  N3 1.023
10 C 2.3276 -1.2645 0.6476  C11 1.499, H14 1.103, H15 1.103, H16 1.103
11 C 1.1110 -2.0668 0.2981  C10 1.499, F12 1.369, F13 1.369, H17 1.109
12 F 1.4172 -3.4010 0.2707  C11 1.369
13 F 0.1451 -1.9005 1.2540  C11 1.369
14 H 2.7174 -1.5783 1.6306  C10 1.103
15 H 2.0815 -0.1903 0.6934  C10 1.103
16 H 3.1177 -1.4126 -0.1076  C10 1.103
17 H 0.6574 -1.8100 -0.6807  C11 1.109

## Properties
HOMO   -10.04 eV
Total charge   0
LUMO energy   0.839 eV

Atomic partial charges in e from the natural (NBO) method, atoms 1 to 5: C -0.7228; C 0.6765; N -0.8379; O -0.6374; H 0.2434

=====

[2]
Computed, not measured: one molecule with the formula C4H9FN2, with wB97M-V/def2-TZVPD.

Each atom is followed by the atoms it is bonded to, with distances in Å.
Atoms and positions in Å:
1 N 1.0899 -0.2913 -1.9358  C2 1.437, H8 1.039, H9 1.036
2 C -0.0304 -0.6005 -1.0906  N1 1.437, C3 1.594, C6 1.488, H10 1.099
3 C -1.1366 0.4841 -0.7171  C2 1.594, C4 1.589, H11 1.054, H12 1.106
4 C -0.9852 -0.0437 0.7745  C3 1.589, N5 1.464, C6 1.494, H13 1.168
5 N -0.7324 0.9394 1.8293  C4 1.464, H14 0.990, H15 1.014
6 C 0.2580 -0.7615 0.3606  C2 1.488, C4 1.494, F7 1.437, H16 1.091
7 F 1.3798 0.0854 0.6595  C6 1.437
8 H 1.7702 0.3226 -1.4462  N1 1.039
9 H 0.8258 0.0934 -2.8610  N1 1.036
10 H -0.5668 -1.4821 -1.4691  C2 1.099
11 H -0.7246 1.4545 -0.7157  C3 1.054
12 H -2.0940 0.4837 -1.2702  C3 1.106
13 H -1.8819 -0.7527 1.0160  C4 1.168
14 H -1.4551 1.1056 2.4852  N5 0.990
15 H 0.1372 0.7466 2.3139  N5 1.014
16 H 0.4331 -1.7474 0.7927  C6 1.091

## Properties
HOMO   -8.70 eV
Total charge   0
LUMO energy   1.019 eV

Atomic partial charges in e from the natural (NBO) method, atoms 1 to 5: N -0.8434; C -0.0738; C -0.4375; C -0.0685; N -0.8470

=====

[3]
Computed, not measured: one molecule with the formula C4H9FN2, with wB97M-V/def2-TZVPD.

Each atom is followed by the atoms it is bonded to, with distances in Å.
Atoms and positions in Å:
1 H -0.2871 1.9009 -0.1506  N2 1.010
2 N 0.7152 1.7749 -0.1519  H1 1.010, C3 1.252
3 C 0.9922 0.5793 0.0961  N2 1.252, C4 1.538, N6 1.381
4 C 2.4652 0.1481 0.0009  C3 1.538, F5 1.381, H9 1.116, H10 1.135
5 F 2.4181 -1.1904 -0.3342  C4 1.381
6 N 0.2005 -0.4760 0.5039  C3 1.381, C7 1.470, H11 1.031
7 C -1.2532 -0.3036 0.6373  N6 1.470, C8 1.541, H12 1.096, H13 1.113
8 C -2.0269 -0.3486 -0.6950  C7 1.541, H14 1.092, H15 1.102, H16 1.104
9 H 3.0113 0.7071 -0.7965  C4 1.116
10 H 2.8855 0.2496 1.0502  C4 1.135
11 H 0.6037 -1.4012 0.2907  N6 1.031
12 H -1.6287 -1.1169 1.2682  C7 1.096
13 H -1.4080 0.6260 1.2287  C7 1.113
14 H -1.7092 0.4328 -1.3890  C8 1.092
15 H -3.0932 -0.2201 -0.4493  C8 1.102
16 H -1.8853 -1.3618 -1.1097  C8 1.104

## Properties
HOMO   -9.16 eV
Total charge   0
LUMO energy   0.990 eV

Atomic partial charges in e from the natural (NBO) method, atoms 1 to 5: H 0.3286; N -0.7130; C 0.4097; C 0.0021; F -0.3744

=====

[4]
Computed, not measured: an isolated ion of composition C4H9FN3 and charge +1, with wB97M-V/def2-TZVPD.

Each atom is followed by the atoms it is bonded to, with distances in Å.
Atoms and positions in Å:
1 C -0.0797 1.1508 0.0885  N5 1.274, N7 1.313, H9 1.132
2 C -1.1493 -1.0157 0.3892  N5 1.365, F8 1.317, H10 1.020
3 C -2.3425 1.0139 -0.2715  N5 1.545, H11 1.078, H12 1.117, H13 1.120
4 C 2.5647 -1.2010 -0.0146  N6 1.408, H14 1.089, H15 1.063, H16 1.106
5 N -1.0494 0.3371 0.2338  C1 1.274, C2 1.365, C3 1.545
6 N 1.2935 -0.6015 0.0667  C4 1.408, N7 1.249
7 N 1.1237 0.6336 -0.0002  C1 1.313, N6 1.249, H17 1.079
8 F -2.2888 -1.5904 0.0632  C2 1.317
9 H -0.2306 2.2682 -0.0098  C1 1.132
10 H -0.3609 -1.6586 0.4632  C2 1.020
11 H -2.5062 1.2291 -1.3156  C3 1.078
12 H -3.0529 0.3400 0.2663  C3 1.117
13 H -2.4046 1.9788 0.2931  C3 1.120
14 H 3.3571 -0.6564 -0.5269  C4 1.089
15 H 2.7474 -1.5031 0.9881  C4 1.063
16 H 2.4962 -2.1206 -0.6248  C4 1.106
17 H 1.8822 1.3958 -0.0887  N7 1.079

## Properties
HOMO (alpha / beta)   -12.58 / -12.60 eV
Total charge   +1
LUMO energy (alpha / beta)   -4.715 / -4.702 eV

Atomic partial charges in e from the natural (NBO) method, atoms 1 to 5: C 0.0768; C 0.5127; C -0.4158; C -0.4688; N -0.3207

=====

[5]
Computed, not measured: an isolated ion of composition C4H9FN3 and charge +1, with wB97M-V/def2-TZVPD.

Each atom is followed by the atoms it is bonded to, with distances in Å.
Atoms and positions in Å:
1 C 1.0662 0.1917 -0.2859  N5 1.377, N6 1.307, N7 1.390
2 C -1.1664 0.8579 0.6877  C4 1.464, N5 1.533, H9 1.059, H10 1.126
3 C -0.2395 -1.6884 0.4447  N6 1.412, H11 1.052, H12 1.132
4 C -1.8911 -0.0681 -0.1851  C2 1.464, F8 1.296, H13 1.072
5 N 0.3257 1.1012 0.4348  C1 1.377, C2 1.533, H14 0.992
6 N 0.8203 -1.0924 -0.2725  C1 1.307, C3 1.412, H15 1.055
7 N 2.2061 0.6678 -0.9237  C1 1.390, H16 0.914, H17 1.050
8 F -1.7121 0.1431 -1.4513  C4 1.296
9 H -1.6260 1.8121 0.6618  C2 1.059
10 H -1.2129 0.5573 1.7718  C2 1.126
11 H -0.4145 -1.3115 1.4107  C3 1.052
12 H -0.5438 -2.7451 0.1740  C3 1.132
13 H -2.9555 -0.1464 -0.0835  C4 1.072
14 H 0.5771 2.0565 0.3427  N5 0.992
15 H 1.4050 -1.7654 -0.8358  N6 1.055
16 H 2.4757 1.4973 -0.6504  N7 0.914
17 H 2.8855 -0.0678 -1.2400  N7 1.050

## Properties
HOMO (alpha / beta)   -12.42 / -12.42 eV
Total charge   +1
LUMO energy (alpha / beta)   -3.903 / -3.890 eV

Atomic partial charges in e from the natural (NBO) method, atoms 1 to 5: C 0.6698; C -0.3170; C -0.2540; C 0.2607; N -0.5649

=====

[6]
Computed, not measured: a 2-piece molecular cluster, C4H9FNO overall, with wB97M-V/def2-TZVPD.

Each atom is followed by the atoms it is bonded to, with distances in Å.
Atoms and positions in Å:
1 C -2.8410 1.8479 -1.0492  O6 1.187, F7 1.280
2 C 0.4009 0.4489 1.1296  N5 1.481, H8 1.087, H9 1.087, H10 1.089
3 C 0.6522 -0.0337 -1.2484  N5 1.478, H11 1.085, H12 1.085, H13 1.087
4 C -1.4200 -0.4908 -0.1120  N5 1.415, H14 1.072, H15 1.070
5 N -0.2893 0.3566 -0.1774  C2 1.481, C3 1.478, C4 1.415, H16 1.074
6 O -1.8271 2.4649 -1.0201  C1 1.187
7 F -4.0397 2.1666 -1.3658  C1 1.280
8 H 1.2835 1.0775 1.0493  C2 1.087
9 H -0.2631 0.8675 1.8809  C2 1.087
10 H 0.7063 -0.5473 1.4467  C2 1.089
11 H 0.1354 -0.1127 -2.1996  C3 1.085
12 H 1.4424 0.7034 -1.3424  C3 1.085
13 H 1.0966 -0.9973 -1.0132  C3 1.087
14 H -1.6932 -1.0777 -0.9670  C4 1.072
15 H -1.9357 -0.5949 0.8197  C4 1.070
16 H -0.6212 1.3464 -0.4304  N5 1.074

## Properties
HOMO (alpha / beta)   -14.36 / -14.26 eV
Total charge   +1
LUMO energy (alpha / beta)   -5.085 / -5.373 eV

Atomic partial charges in e from the natural (NBO) method, atoms 1 to 5: C 0.8525; C -0.4190; C -0.4190; C -0.1322; N -0.4420

=====

[7]
Computed, not measured: a 2-piece molecular cluster, C4H9FO2 overall, with wB97M-V/def2-TZVPD.

Each atom is followed by the atoms it is bonded to, with distances in Å.
Atoms and positions in Å:
1 C -0.9268 1.4772 -0.3909  C3 1.487, H8 1.117, H9 1.072, H10 1.064
2 C 0.9559 -1.6116 0.5483  C4 1.456, H11 1.186, H12 1.146, H13 1.096
3 C -0.7871 0.1663 0.2971  C1 1.487, C4 1.521, O5 1.387, H14 1.152
4 C 0.4878 -0.4746 -0.2305  C2 1.456, C3 1.521, F7 1.288
5 O -1.8354 -0.7266 0.1304  C3 1.387, H15 0.945
6 O 1.9757 1.0527 0.2435  H16 0.910
7 F 0.5372 -0.5065 -1.5172  C4 1.288
8 H -0.1422 2.1196 0.0774  C1 1.117
9 H -0.7384 1.4404 -1.4457  C1 1.072
10 H -1.8724 1.8990 -0.1469  C1 1.064
11 H -0.0812 -2.1833 0.6191  C2 1.186
12 H 1.1507 -1.2924 1.6315  C2 1.146
13 H 1.8488 -2.1170 0.1637  C2 1.096
14 H -0.6851 0.1738 1.4450  C3 1.152
15 H -1.9425 -0.7546 -0.8076  O5 0.945
16 H 2.0549 1.3375 -0.6173  O6 0.910

## Properties
HOMO (alpha / beta)   -9.51 / -9.51 eV
Total charge   0
LUMO energy (alpha / beta)   0.341 / 0.341 eV

Atomic partial charges in e from the natural (NBO) method, atoms 1 to 5: C -0.6685; C -0.7384; C -0.0106; C 0.7482; O -0.6852

=====

[8]
Computed, not measured: one molecule with the formula C4H9FO2S, with wB97M-V/def2-TZVPD.

Each atom is followed by the atoms it is bonded to, with distances in Å.
Atoms and positions in Å:
1 C 0.3656 -1.1755 -0.8896  C2 1.477, H9 1.133, H10 1.149, H11 1.045
2 C 0.2165 -0.0765 0.0857  C1 1.477, C3 1.521, C4 1.505, S5 1.967
3 C 1.2117 1.0679 -0.0270  C2 1.521, H12 1.018, H13 1.158, H14 1.095
4 C 0.0757 -0.5795 1.4973  C2 1.505, H15 1.052, H16 1.111, H17 1.089
5 S -1.4349 0.8347 -0.4712  C2 1.967, O6 1.458, O7 1.425, F8 1.689
6 O -1.5763 1.2512 -1.8617  S5 1.458
7 O -1.8203 1.7453 0.5552  S5 1.425
8 F -2.4655 -0.4945 -0.3203  S5 1.689
9 H -0.4694 -1.9320 -0.7683  C1 1.133
10 H 0.1569 -0.8744 -1.9786  C1 1.149
11 H 1.2116 -1.7829 -0.7996  C1 1.045
12 H 2.0315 0.7520 0.4867  C3 1.018
13 H 0.8321 2.1422 0.1779  C3 1.158
14 H 1.4508 1.0350 -1.0952  C3 1.095
15 H -0.0395 0.2374 2.1503  C4 1.052
16 H -0.8234 -1.2329 1.4966  C4 1.111
17 H 1.0770 -0.9176 1.7620  C4 1.089

## Properties
HOMO   -11.33 eV
Total charge   0
LUMO energy   0.646 eV

Atomic partial charges in e from the natural (NBO) method, atoms 1 to 5: C -0.6785; C -0.0958; C -0.6539; C -0.6479; S 2.2659

=====

The energy relative to the best compared isomer or geometry (same formula, charge and spin) results, record by record, are as follows: 0.000; 1.316; 0.508; 4.304; 2.559; 3.499; 2.839; 0.162 eV.
The calculated total energy results, record by record, are as follows: -487.57118; -367.14219; -367.17188; -421.53685; -421.60097; -387.27864; -408.03398; -806.30382 Eh.